# C20H25N3O8S2

C20H25N3O8S2 as an isolated structure at a distorted geometry (ωB97M-V/def2-TZVPD, OMol25).

```
58
C20H25N3O8S2, DFT ωB97M-V/def2-TZVPD
S -3.844 -1.489 1.072
S -6.555 -0.068 0.989
O 4.487 2.577 0.170
O -5.085 3.176 -1.121
O 6.677 1.944 0.500
O -7.833 -0.636 0.222
O 7.370 -1.142 0.445
O -6.473 -0.080 2.632
O 2.730 -2.892 -0.552
O -1.272 -0.957 0.744
N -6.167 1.209 0.257
N 1.329 -1.152 -0.489
N 0.307 -2.430 -0.391
C 4.492 1.315 0.263
C -5.413 -1.571 0.376
C 3.664 -0.790 -0.251
C 8.175 1.365 0.615
C -3.293 -2.533 -0.098
C -1.869 -3.186 0.056
C 3.251 3.364 0.278
C -6.354 1.340 -1.105
C -5.481 -2.274 -0.621
C 2.603 -1.670 -0.325
C -0.882 -1.829 0.090
C -4.346 -3.038 -1.016
C 6.099 -0.544 0.240
C -6.337 2.754 -1.389
C 4.917 -1.296 -0.093
C -5.071 3.321 0.188
C 7.512 -2.418 0.332
C -4.877 1.700 0.791
C 5.798 1.087 0.380
C 3.384 0.436 0.140
H -7.099 0.665 -1.324
H -6.242 -2.385 -1.283
H 0.627 -3.207 -0.772
H 8.278 0.860 1.705
H 8.574 -2.507 0.294
H -5.374 0.715 -1.717
H 2.560 2.988 0.939
H 8.657 2.598 0.929
H -4.865 1.608 1.874
H 7.362 -2.612 -0.806
H -4.140 -3.843 -1.557
H 2.410 0.984 -0.112
H 2.918 3.178 -0.799
H 6.983 -2.888 1.133
H -1.571 -3.801 -0.793
H 1.137 -0.472 0.254
H 4.968 -2.292 0.061
H -3.885 3.701 0.527
H -4.021 1.401 0.282
H -6.265 2.726 -2.685
H 8.542 1.073 -0.307
H -1.715 -3.692 1.071
H -7.066 3.240 -1.288
H 3.538 4.520 0.294
H -5.957 3.851 0.748
```

Properties
electronic energy: -63645.274 eV
LUMO level: 0.1969 eV